Record 1
C49H95N5O9 | ωB97M-V with the def2-TZVPD basis set

Geometry (Å):
C: 6.25 2.21 -1.27
C: 7.51 2.49 -2.12
C: 7.18 3.03 -3.52
C: 7.22 1.93 -4.59
C: 5.98 1.00 -4.54
C: 6.35 -0.41 -4.10
C: 5.16 -1.39 -4.12
C: 5.02 -2.11 -2.77
C: 3.92 -3.15 -2.79
C: 3.77 -3.87 -1.43
C: 2.35 -3.82 -0.86
C: 1.26 -4.35 -1.82
C: -0.04 -3.54 -1.68
C: 0.06 -2.14 -2.31
C: -0.43 -2.15 -3.76
C: -1.95 -2.04 -3.84
C: -2.43 -1.91 -5.30
C: -3.95 -2.04 -5.38
C: -4.64 -0.72 -5.00
C: -6.05 -0.98 -4.38
C: -6.15 -0.60 -2.92
C: -6.38 -1.63 -1.97
N: -6.48 -2.99 -2.40
C: -6.52 -1.34 -0.61
C: -6.39 -0.02 -0.20
C: -6.14 0.98 -1.12
C: -6.02 0.74 -2.49
C: -5.79 1.84 -3.50
C: -6.97 2.78 -3.50
C: -7.35 3.36 -4.96
O: -8.10 2.34 -4.00
C: -6.01 2.26 -0.37
O: -5.79 3.36 -0.76
N: -6.19 1.95 1.02
C: -6.51 0.56 1.16
O: -6.85 0.05 2.16
H: 6.54 2.15 -0.22
H: 5.84 1.24 -1.54
H: 5.52 3.00 -1.41
H: 8.10 1.58 -2.18
H: 8.10 3.22 -1.57
H: 7.90 3.79 -3.81
H: 6.17 3.44 -3.49
H: 8.09 1.32 -4.38
H: 7.33 2.36 -5.59
H: 5.27 1.39 -3.81
H: 5.48 0.98 -5.51
H: 6.72 -0.36 -3.08
H: 7.16 -0.76 -4.74
H: 5.34 -2.16 -4.88
H: 4.23 -0.87 -4.33
H: 4.83 -1.36 -2.01
H: 5.97 -2.60 -2.54
H: 2.97 -2.69 -3.08
H: 4.14 -3.91 -3.54
H: 4.08 -4.91 -1.50
H: 4.41 -3.34 -0.72
H: 2.28 -4.40 0.05
H: 2.12 -2.78 -0.62
H: 1.58 -4.34 -2.86
H: 1.02 -5.37 -1.51
H: -0.34 -3.47 -0.64
H: -0.83 -4.09 -2.21
H: -0.56 -1.46 -1.73
H: 1.09 -1.80 -2.30
H: -0.02 -1.31 -4.31
H: -0.16 -3.09 -4.24
H: -2.43 -2.91 -3.39
H: -2.31 -1.17 -3.28
H: -1.93 -2.68 -5.88
H: -2.13 -0.92 -5.66
H: -4.28 -2.34 -6.38
H: -4.26 -2.83 -4.70
H: -4.81 -0.17 -5.93
H: -4.03 -0.16 -4.30
H: -6.80 -0.41 -4.93
H: -6.31 -2.02 -4.52
H: -6.76 -3.57 -1.61
H: -5.54 -3.31 -2.62
H: -6.71 -2.12 0.12
H: -5.82 1.45 -4.50
H: -4.90 2.43 -3.29
H: -7.06 3.49 -2.68
H: -7.40 4.38 -4.48
H: -8.26 3.55 -5.52
H: -5.32 2.15 1.51
C: -9.99 -0.37 0.32
O: -11.31 0.03 0.02
C: -11.45 0.76 -1.20
C: -12.12 -0.07 -2.27
N: -11.26 -1.15 -2.73
C: -11.92 -2.14 -3.57
C: -13.09 -2.94 -2.99
O: -12.73 -3.85 -1.97
C: -12.59 -3.30 -0.68
H: -9.97 -0.71 1.35
H: -9.66 -1.19 -0.32
H: -9.29 0.47 0.22
H: -10.48 1.13 -1.54
H: -12.08 1.62 -0.98
H: -12.36 0.58 -3.12
H: -13.07 -0.44 -1.85
H: -10.86 -1.62 -1.93
H: -11.16 -2.86 -3.87
H: -12.26 -1.65 -4.49
H: -13.49 -3.55 -3.80
H: -13.91 -2.30 -2.66
H: -13.29 -2.48 -0.51
H: -11.57 -2.95 -0.49
H: -12.80 -4.09 0.05
C: 7.70 6.29 5.60
O: 7.67 4.88 5.64
C: 6.50 4.32 6.24
C: 5.61 3.67 5.21
N: 4.98 4.65 4.34
C: 4.32 4.09 3.16
C: 5.16 3.30 2.16
O: 6.09 4.08 1.42
C: 7.31 4.35 2.08
H: 8.71 6.59 5.33
H: 7.01 6.70 4.85
H: 7.45 6.72 6.58
H: 5.96 5.07 6.83
H: 6.85 3.55 6.93
H: 4.83 3.10 5.72
H: 6.23 2.96 4.65
H: 5.68 5.32 4.03
H: 3.87 4.93 2.63
H: 3.50 3.45 3.50
H: 4.47 2.90 1.42
H: 5.66 2.44 2.61
H: 7.62 3.53 2.73
H: 7.26 5.28 2.66
H: 8.07 4.49 1.31
C: 8.11 0.90 6.29
O: 6.78 0.89 6.77
C: 5.92 0.00 6.08
C: 5.56 -1.21 6.93
N: 6.70 -2.09 7.12
C: 6.51 -3.13 8.13
C: 6.23 -2.71 9.57
O: 7.32 -2.09 10.23
C: 7.49 -0.71 9.97
H: 8.61 1.77 6.72
H: 8.66 0.01 6.58
H: 8.14 1.00 5.20
H: 6.35 -0.31 5.12
H: 4.99 0.55 5.87
H: 4.76 -1.76 6.43
H: 5.16 -0.83 7.88
H: 7.51 -1.54 7.37
H: 7.43 -3.73 8.14
H: 5.71 -3.79 7.80
H: 6.04 -3.62 10.13
H: 5.33 -2.09 9.66
H: 6.53 -0.20 9.82
H: 8.13 -0.54 9.10
H: 7.99 -0.27 10.83

Electronic energy, Eh: -2874.68384
HOMO level, eV: -8.6
Total charge: 0


Record 2
C49H96F3MgO29 | ωB97M-V with the def2-TZVPD basis set

Geometry (Å):
Mg: -1.74 -4.58 3.17
C: -0.32 -0.52 1.69
O: -1.59 -0.46 1.03
O: -0.33 -1.78 2.33
C: 0.72 -0.18 0.62
F: 0.97 1.11 0.53
F: 1.91 -0.74 0.87
F: 0.48 -0.59 -0.62
C: -2.31 0.72 1.24
C: -3.58 0.62 0.34
H: -4.39 0.05 0.78
H: -4.02 1.60 0.12
H: -3.39 0.27 -0.68
H: -1.80 1.65 0.95
H: -2.65 0.74 2.27
H: -0.22 0.23 2.47
C: 2.41 4.80 3.65
C: 1.69 5.55 2.57
C: 0.89 6.59 3.35
O: 0.58 5.97 4.55
C: 1.54 4.95 4.90
H: 3.31 5.34 3.94
H: 2.59 3.75 3.42
H: 0.99 4.91 2.03
H: 2.34 6.02 1.83
H: -0.04 6.85 2.86
H: 1.54 7.46 3.48
H: 1.11 3.99 5.19
H: 2.22 5.27 5.69
C: -7.96 2.32 -5.23
C: -6.79 1.77 -4.52
C: -7.26 0.34 -4.26
O: -7.96 -0.01 -5.43
C: -8.31 1.18 -6.13
H: -7.54 3.16 -5.78
H: -8.76 2.57 -4.53
H: -6.63 2.39 -3.64
H: -5.95 1.80 -5.22
H: -7.89 0.23 -3.38
H: -6.53 -0.45 -4.11
H: -9.35 1.20 -6.45
H: -7.62 1.24 -6.97
C: -2.24 6.67 -1.94
C: -0.86 6.60 -2.54
C: -0.33 8.05 -2.37
O: -1.51 8.77 -2.64
C: -2.66 8.18 -2.05
H: -2.27 6.31 -0.91
H: -2.91 6.04 -2.52
H: -0.88 6.44 -3.61
H: -0.34 5.78 -2.04
H: 0.45 8.29 -3.10
H: -0.01 8.30 -1.35
H: -3.46 8.29 -2.77
H: -2.92 8.66 -1.10
C: 5.28 -2.02 6.19
C: 4.54 -0.76 5.83
C: 5.58 0.34 5.43
O: 6.79 -0.46 5.35
C: 6.71 -1.58 6.25
H: 5.28 -2.73 5.36
H: 4.94 -2.56 7.07
H: 3.97 -0.44 6.71
H: 3.74 -0.94 5.11
H: 5.75 1.04 6.25
H: 5.31 0.80 4.48
H: 6.96 -1.12 7.20
H: 7.46 -2.34 6.02
C: 7.89 -3.51 -0.32
C: 7.85 -3.08 1.12
C: 9.22 -2.54 1.39
O: 9.80 -2.35 0.06
C: 8.78 -2.43 -0.98
H: 6.88 -3.56 -0.72
H: 8.30 -4.52 -0.35
H: 7.58 -3.94 1.73
H: 7.11 -2.31 1.35
H: 9.79 -3.28 1.95
H: 9.19 -1.68 2.06
H: 9.23 -2.77 -1.92
H: 8.22 -1.53 -1.26
C: 4.88 4.11 -2.00
C: 5.77 2.87 -1.97
C: 5.84 2.42 -3.41
O: 5.71 3.66 -4.13
C: 5.31 4.79 -3.31
H: 5.08 4.75 -1.14
H: 3.80 3.94 -2.01
H: 5.28 2.11 -1.36
H: 6.73 3.25 -1.62
H: 5.05 1.68 -3.59
H: 6.77 1.88 -3.65
H: 4.60 5.40 -3.86
H: 6.23 5.38 -3.24
C: -2.90 -3.46 -1.85
O: -4.24 -3.56 -1.45
C: -4.56 -3.90 -0.17
O: -3.77 -4.12 0.71
O: -5.83 -3.66 -0.07
C: -6.51 -3.66 1.19
H: -2.26 -2.72 -1.37
H: -2.86 -3.28 -2.93
H: -2.39 -4.41 -1.69
H: -7.25 -4.46 1.17
H: -6.92 -2.67 1.35
H: -5.90 -3.80 2.09
C: 4.14 -4.44 -4.25
O: 5.19 -5.36 -4.35
C: 6.41 -5.00 -4.79
O: 6.76 -3.84 -5.04
O: 7.17 -6.16 -4.82
C: 8.51 -6.14 -5.20
H: 4.31 -3.91 -3.31
H: 3.19 -4.98 -4.23
H: 4.04 -3.72 -5.06
H: 8.96 -7.13 -5.16
H: 9.14 -5.52 -4.56
H: 8.64 -5.77 -6.21
C: 0.95 -8.76 -1.43
O: 0.28 -8.06 -0.42
C: 0.84 -7.17 0.37
O: 0.20 -6.56 1.23
O: 2.21 -7.23 0.30
C: 2.88 -6.30 1.07
H: 1.43 -8.00 -2.05
H: 0.32 -9.43 -2.02
H: 1.69 -9.41 -0.95
H: 2.52 -5.27 1.11
H: 3.97 -6.41 1.04
H: 2.63 -6.56 2.10
C: -6.84 6.83 0.98
O: -5.69 6.09 1.40
C: -5.71 5.65 2.69
O: -6.62 5.90 3.45
O: -4.52 4.99 3.02
C: -4.27 4.49 4.33
H: -7.77 6.40 1.36
H: -6.93 6.83 -0.11
H: -6.89 7.86 1.33
H: -4.69 3.50 4.47
H: -4.47 5.19 5.14
H: -3.20 4.26 4.36
C: 1.19 -3.95 7.88
O: 1.82 -5.18 7.50
C: 1.30 -5.91 6.53
O: 0.31 -5.69 5.82
O: 1.95 -7.09 6.46
C: 3.17 -7.43 7.22
H: 1.73 -3.59 8.75
H: 0.14 -4.01 8.17
H: 1.33 -3.18 7.13
H: 3.72 -8.10 6.57
H: 3.01 -7.95 8.16
H: 3.78 -6.56 7.45
C: -8.36 1.39 2.91
O: -9.11 0.70 1.84
C: -9.54 1.40 0.78
O: -9.45 2.64 0.61
O: -10.29 0.60 0.08
C: -11.17 1.08 -0.91
H: -8.52 0.87 3.85
H: -8.70 2.40 3.14
H: -7.30 1.28 2.68
H: -11.55 0.21 -1.45
H: -10.54 1.63 -1.62
H: -11.99 1.68 -0.52
C: -1.22 0.94 -5.16
O: -0.90 -0.15 -6.00
C: -1.34 0.00 -7.29
O: -2.19 0.82 -7.67
O: -0.73 -0.95 -8.04
C: -0.85 -1.11 -9.42
H: -0.63 1.01 -4.24
H: -2.26 0.95 -4.84
H: -1.05 1.85 -5.74
H: -0.21 -0.48 -10.03
H: -1.86 -0.84 -9.74
H: -0.65 -2.15 -9.68

Electronic energy, Eh: -4605.63911
HOMO level, eV: -10.4
Total charge: +1
ΔE to the lowest compared entry with this formula, charge and spin, eV: 0.000